DFT (ωB97M-V/def2-TZVPD) results for CH3F3N2O in the gas phase.

Summary:
ΔE to the lowest compared entry with this formula, charge and spin, kJ/mol: 657.4
SMILES: CON(F)N(F)F
Orbital gap, eV: 10.8
Molar mass, g mol⁻¹: 116.04
Multiplicity: 1
E_HOMO, eV: -11.304
E_LUMO, Eh: -0.017

CARTESIAN COORDINATES (ANGSTROEM)
C 1.3761 0.4962 -0.8739
O -0.0306 0.4737 -0.8764
N -0.4513 -0.0721 0.5435
F 0.2960 -1.2705 0.8696
N -1.7033 -0.0480 0.6679
F -2.5940 -1.1813 0.1919
F -1.8881 -0.0468 2.0919
H 1.7034 1.5266 -1.2578
H 1.6954 -0.2838 -1.5094
H 1.5964 0.4060 0.1526

=====

DFT (ωB97M-V/def2-TZVPD) results for 2 unconnected molecules or ions with the total composition CH3F3NS.

Summary:
ΔE to the lowest compared entry with this formula, charge and spin, kJ/mol: 333.1
Charge: +1
Orbital gap (spin up / spin down), eV: 6.1 / 6.1
Molar mass, g mol⁻¹: 118.10
Multiplicity: 1
E_HOMO (spin up / spin down), eV: -13.260 / -13.198
E_LUMO (spin up / spin down), Eh: -0.262 / -0.262

CARTESIAN COORDINATES (ANGSTROEM)
C -0.2151 -2.1409 -0.0644
N -0.3836 -1.0220 0.6343
F -0.0650 3.7510 -0.6699
F 0.7961 2.8257 1.3559
F 0.6180 1.5762 -0.6940
S -0.2476 2.4780 0.2360
H -0.9963 -2.8870 0.1308
H 0.7713 -2.6843 0.1081
H -0.2778 -1.8967 -1.0369

=====

DFT (ωB97M-V/def2-TZVPD) results for 2 unconnected molecules or ions with the total composition CH3F3O.

Summary:
ΔE to the lowest compared entry with this formula, charge and spin, kJ/mol: 13.8
SMILES: FC(F)F.O
Orbital gap, eV: 12.3
Molar mass, g mol⁻¹: 88.03
Multiplicity: 1
E_HOMO, eV: -11.520
E_LUMO, Eh: 0.030

CARTESIAN COORDINATES (ANGSTROEM)
F 0.7999 1.7199 0.9967
C 0.8255 1.4345 -0.3212
F 1.9411 1.8796 -0.7207
F 0.8980 0.1039 -0.4670
H 0.0162 1.8110 -0.9794
O -1.8914 -2.2780 0.5319
H -1.2397 -2.4592 1.2466
H -1.3496 -2.2117 -0.2868

=====

DFT (ωB97M-V/def2-TZVPD) results for CH3FIN in the gas phase.

Summary:
ΔE to the lowest compared entry with this formula, charge and spin, kJ/mol: 308.1
SMILES: CN(F)I
Orbital gap, eV: 9.0
Molar mass, g mol⁻¹: 174.94
Multiplicity: 1
E_HOMO, eV: -9.368
E_LUMO, Eh: -0.014

CARTESIAN COORDINATES (ANGSTROEM)
C 0.1730 0.7357 0.0964
N 0.0267 -0.6948 0.3654
F 0.8955 -1.4013 -0.7581
I -1.6881 -1.7519 0.2420
H -0.9070 1.2491 0.0509
H 0.7881 1.0319 0.9479
H 0.7119 0.8313 -0.9446

=====

DFT (ωB97M-V/def2-TZVPD) results for 2 unconnected molecules or ions with the total composition CH3FIN.

Summary:
ΔE to the lowest compared entry with this formula, charge and spin, kJ/mol: 196.3
Orbital gap, eV: 9.1
Molar mass, g mol⁻¹: 174.94
Multiplicity: 1
E_HOMO, eV: -9.447
E_LUMO, Eh: -0.013

CARTESIAN COORDINATES (ANGSTROEM)
C 0.2720 0.1153 -0.3875
N -0.6299 0.5553 0.3878
F -0.1726 -2.0373 0.0780
I 2.2707 0.4801 0.0529
H 0.1022 -0.1335 -1.5261
H -0.3381 0.6993 1.3173
H -1.5042 0.3208 0.0775

=====

DFT (ωB97M-V/def2-TZVPD) results for 2 unconnected molecules or ions with the total composition CH3FN2.

Summary:
ΔE to the lowest compared entry with this formula, charge and spin, kJ/mol: 15.2
SMILES: N#CN.F
Orbital gap, eV: 11.2
Molar mass, g mol⁻¹: 62.05
Multiplicity: 1
E_HOMO, eV: -10.734
E_LUMO, Eh: 0.018

CARTESIAN COORDINATES (ANGSTROEM)
N -0.6869 0.9317 -0.2368
C -0.0671 0.3044 0.5072
N 0.7269 -0.3222 1.3337
H 0.7779 -1.2546 1.2073
H 0.4798 -0.0225 2.2540
F -0.3448 -0.1213 -2.7402
H -0.8858 0.4847 -2.3252